[1]
Below is C35H58N3OP2Sr as an isolated structure at a distorted geometry, with properties calculated with wB97M-V/def2-TZVPD.

Each line ends with the Mulliken charge.
Geometry (Å):
C1 1.3854 1.7055 2.3218  0.022
C2 -0.0047 2.4020 0.5454  1.367
C3 1.3772 2.9763 2.8946  -0.838
C4 -0.0518 3.7010 1.1150  -0.949
C5 0.6037 3.9760 2.3026  -1.101
H1 1.9532 3.1444 3.8021  0.520
H2 -0.6739 4.4435 0.6169  0.467
H3 0.5179 4.9568 2.7733  0.418
N1 0.6641 1.4075 1.2325  1.395
P1 1.7235 -1.0774 2.5156  0.972
P2 -1.0357 1.7121 -2.2716  1.164
C6 2.2507 0.6197 2.9842  -1.628
H4 3.3092 0.7844 2.7206  0.724
H5 2.2083 0.7627 4.0740  0.554
C7 -0.0159 -2.5810 -2.2014  0.323
O1 0.1310 -2.9568 -3.2750  -0.190
C8 -0.8880 2.1319 -0.5817  -1.996
H6 -1.9000 2.5048 -0.3301  -0.130
C9 -0.6641 3.3059 -3.2604  2.440
C10 -2.8446 1.1090 -2.4419  1.973
C11 3.2664 -2.0777 1.9780  2.134
C12 0.8953 -1.6393 4.1310  1.621
C13 0.1784 2.8324 -4.4569  -1.925
H7 -0.3998 2.1887 -5.1341  0.377
H8 0.5280 3.7034 -5.0288  0.439
H9 1.0485 2.2578 -4.1177  0.272
C14 -1.8820 4.0903 -3.7494  -2.051
H10 -2.5366 3.5062 -4.4076  0.328
H11 -2.4598 4.4990 -2.9113  0.430
H12 -1.5064 4.9448 -4.3329  0.514
C15 0.1570 4.2144 -2.3486  -1.525
H13 0.6004 5.0195 -2.9512  0.624
H14 -0.4478 4.6652 -1.5561  0.127
H15 0.9595 3.6476 -1.8699  -0.113
C16 -3.0517 0.6905 -3.9085  -1.761
H16 -2.3675 -0.1184 -4.1974  0.300
H17 -4.0800 0.3226 -4.0282  0.510
H18 -2.9101 1.5158 -4.6176  0.309
C17 -3.0597 -0.1182 -1.5380  -1.517
H19 -2.3975 -0.9620 -1.8004  -0.040
H20 -2.9728 0.1236 -0.4673  -0.120
H21 -4.0899 -0.4758 -1.6853  0.715
C18 -3.8548 2.1866 -2.0332  -1.937
H22 -3.8096 3.0784 -2.6650  0.329
H23 -4.8621 1.7571 -2.1418  0.571
H24 -3.7389 2.4912 -0.9877  0.336
C19 0.2938 -3.0425 3.9105  -1.424
H25 -0.1606 -3.3839 4.8545  0.484
H26 -0.4967 -3.0286 3.1437  0.092
H27 1.0435 -3.7888 3.6108  0.226
C20 -0.2538 -0.6547 4.4278  -1.867
H28 0.1049 0.3723 4.5743  0.303
H29 -1.0118 -0.6526 3.6299  0.149
H30 -0.7513 -0.9698 5.3589  0.602
C21 1.8741 -1.6415 5.3197  -1.708
H31 1.2877 -1.8073 6.2382  0.540
H32 2.6149 -2.4471 5.2504  0.370
H33 2.3996 -0.6833 5.4291  0.255
C22 4.3867 -1.1291 1.5288  -2.233
H34 4.8758 -0.6380 2.3800  0.432
H35 5.1550 -1.7161 1.0015  0.576
H36 4.0225 -0.3600 0.8369  0.143
C23 2.8179 -2.9333 0.7716  -1.770
H37 2.4707 -2.3112 -0.0692  0.163
H38 3.6724 -3.5181 0.4020  0.545
H39 2.0142 -3.6390 1.0269  0.312
C24 3.8129 -2.9810 3.0878  -2.000
H40 4.1855 -2.3958 3.9373  0.383
H41 3.0857 -3.7210 3.4459  0.327
H42 4.6719 -3.5407 2.6847  0.512
Sr1 -0.3774 -0.7179 0.1298  1.424
N2 1.1016 0.3308 -1.4984  0.038
C25 1.6061 1.3719 -1.8075  -0.877
C26 3.0395 1.8219 -2.2880  2.380
C27 3.1805 3.3065 -2.5738  -1.952
C28 4.0229 1.4798 -1.1739  -1.692
C29 3.3160 1.0159 -3.5563  -1.589
H43 2.4989 3.6270 -3.3671  0.229
H44 3.0033 3.8919 -1.6644  0.406
H45 4.2061 3.5160 -2.9105  0.560
H46 4.0543 0.3997 -0.9867  0.262
H47 5.0419 1.8097 -1.4257  0.507
H48 3.7317 1.9882 -0.2426  0.317
H49 4.3258 1.2185 -3.9326  0.452
H50 3.2066 -0.0612 -3.3685  0.265
H51 2.5982 1.2765 -4.3426  0.433
C30 -5.8529 -3.6683 2.9473  -1.511
C31 -4.6481 -2.9444 2.4309  1.024
C32 -3.7181 -3.5737 1.5995  -0.858
C33 -2.6135 -2.8564 1.1434  -0.597
N3 -2.3994 -1.5618 1.4898  0.778
C34 -3.3050 -0.9504 2.2958  -0.794
C35 -4.4337 -1.6070 2.7748  -0.880
H52 -6.7761 -3.1403 2.6752  0.353
H53 -5.9023 -4.6813 2.5370  0.348
H54 -5.8361 -3.7433 4.0431  0.340
H55 -3.8474 -4.6129 1.2973  0.367
H56 -1.8735 -3.3182 0.4724  0.432
H57 -3.1061 0.0954 2.5500  0.532
H58 -5.1359 -1.0675 3.4084  0.433

Results
- E: -63161.3523 eV
- Kohn-Sham gap: 5.65 eV
- Charge: +1
- E_LUMO: -0.092 Ha

[2]
Below is a 11-piece molecular cluster, C44H67N7O8S4 overall at a distorted geometry, with properties calculated with wB97M-V/def2-TZVPD.

Each line ends with the Mulliken charge.
Geometry (Å):
C1 -19.6811 -25.5077 -12.9033  -0.274
C2 -18.7905 -25.6284 -14.1530  -0.812
C3 -19.3554 -24.6083 -15.1360  -0.777
S1 -19.9058 -23.1827 -14.1629  1.266
O1 -21.2956 -22.9231 -14.4762  -0.708
O2 -18.9709 -22.0722 -14.2679  -0.706
C4 -19.7266 -24.0209 -12.5516  0.442
H1 -19.3160 -26.0905 -12.0589  0.049
H2 -20.6873 -25.8648 -13.1330  0.321
H3 -18.9638 -26.6316 -14.5434  0.397
H4 -17.7294 -25.5016 -13.9485  0.327
H5 -20.2580 -25.0246 -15.5893  0.352
H6 -18.7642 -24.2970 -15.9952  0.451
H7 -20.4875 -23.6198 -11.8837  -0.311
H8 -18.7575 -23.7280 -12.1439  0.042
C5 -22.9775 -24.4618 -6.1902  0.313
C6 -23.9890 -25.5650 -5.8295  -0.663
C7 -23.4604 -26.5107 -4.7399  -0.924
S2 -21.6662 -26.1632 -4.5765  1.188
O3 -20.8393 -27.3212 -4.8953  -0.664
O4 -21.4320 -25.2736 -3.4656  -0.732
C8 -21.5817 -25.1128 -6.0690  -0.582
H9 -22.9064 -23.6941 -5.4154  0.292
H10 -22.9949 -23.9724 -7.1591  -0.306
H11 -24.2635 -26.0805 -6.7504  0.197
H12 -24.8858 -25.0343 -5.5042  0.482
H13 -23.4955 -27.5498 -5.0672  0.434
H14 -23.9495 -26.4715 -3.7705  0.388
H15 -21.4670 -25.7717 -6.9349  -0.209
H16 -20.6550 -24.5489 -5.9805  0.712
C9 -22.0445 -19.0202 -12.5846  -0.698
C10 -22.9122 -18.4025 -11.4842  -0.678
C11 -23.1003 -19.4626 -10.4280  -0.445
S3 -21.4174 -20.2051 -10.2832  1.063
O5 -21.3826 -21.6621 -10.1124  -0.243
O6 -20.6321 -19.3810 -9.3735  -0.766
C12 -20.8824 -19.7717 -11.9540  -0.230
H17 -21.6770 -18.2285 -13.2408  0.396
H18 -22.6359 -19.6384 -13.2650  0.319
H19 -23.8463 -18.0074 -11.8838  0.393
H20 -22.3599 -17.5065 -11.1875  0.308
H21 -23.6647 -20.3272 -10.7838  0.016
H22 -23.3291 -19.2294 -9.3894  0.443
H23 -20.6228 -20.6988 -12.4572  -0.313
H24 -19.9726 -19.1952 -11.8031  0.472
C13 -24.7719 -23.1909 -10.2685  0.416
C14 -25.3876 -23.8428 -8.9826  0.246
C15 -26.5263 -24.7603 -9.4563  -1.153
S4 -25.9657 -25.5347 -10.9999  1.028
O7 -26.9122 -25.3656 -12.0828  -0.681
O8 -25.3750 -26.8283 -10.7026  -0.697
C16 -24.6570 -24.3327 -11.2862  -0.643
H25 -23.7778 -22.8323 -10.0100  -0.680
H26 -25.4149 -22.3921 -10.6336  0.501
H27 -25.8280 -23.1677 -8.2532  0.531
H28 -24.6038 -24.4572 -8.5332  -0.629
H29 -27.2535 -24.0151 -9.8080  0.439
H30 -27.1200 -25.3937 -8.8042  0.544
H31 -24.7873 -24.0159 -12.3193  0.608
H32 -23.6656 -24.7784 -11.2108  -0.044
N1 -18.0677 -26.5337 -4.3571  0.303
C17 -17.6210 -25.9495 -5.4983  -0.667
C18 -16.5184 -25.1775 -5.1634  -0.297
C19 -16.2705 -25.4298 -3.7896  -0.908
C20 -17.2993 -26.2076 -3.2846  -0.785
H33 -18.8873 -27.1205 -4.3007  0.264
H34 -18.1558 -26.2072 -6.3974  0.769
H35 -15.8568 -24.6280 -5.8107  0.524
H36 -15.3680 -25.0830 -3.3091  0.396
H37 -17.5099 -26.6351 -2.3202  0.462
N2 -19.8483 -23.7056 -8.8889  1.751
C21 -20.7201 -24.5219 -9.5499  -1.415
C22 -20.1611 -25.7660 -9.5638  -0.191
C23 -18.8988 -25.7051 -8.9303  0.949
C24 -18.6865 -24.3904 -8.5450  -1.746
H38 -19.9307 -22.7091 -8.7777  -0.462
H39 -21.6503 -24.2214 -10.0007  0.110
H40 -20.6412 -26.6631 -9.9284  0.079
H41 -18.1803 -26.4649 -8.6687  -0.066
H42 -17.9387 -23.9082 -7.9376  0.861
N3 -23.7255 -29.0304 -9.8669  0.124
C25 -22.4533 -28.6584 -10.1954  -0.285
C26 -21.5859 -29.6169 -9.7217  -0.533
C27 -22.3914 -30.6459 -9.2085  -0.725
C28 -23.7205 -30.2699 -9.2947  -0.803
H43 -24.5305 -28.4705 -10.1062  0.407
H44 -22.3584 -27.6590 -10.5937  0.496
H45 -20.5158 -29.6681 -9.8279  0.734
H46 -22.0685 -31.5499 -8.7134  0.406
H47 -24.6109 -30.7983 -9.0055  0.421
N4 -17.0185 -29.4699 -6.6693  0.158
C29 -17.1471 -29.1813 -8.0022  -1.251
C30 -18.4990 -29.0807 -8.2702  0.086
C31 -19.1997 -29.1392 -7.0452  0.293
C32 -18.2643 -29.4243 -6.0932  -1.337
H48 -16.2111 -29.6315 -6.1002  0.227
H49 -16.2849 -29.2214 -8.6474  0.478
H50 -18.9574 -28.7647 -9.1944  0.265
H51 -20.2559 -29.0810 -6.8470  0.632
H52 -18.2868 -29.6725 -5.0423  0.476
N5 -16.6273 -21.1380 -9.1518  0.174
C33 -17.4545 -20.7737 -8.1334  -0.162
C34 -16.6722 -20.1770 -7.1529  -0.800
C35 -15.3624 -20.1765 -7.6178  -0.699
C36 -15.3440 -20.7499 -8.8660  -0.679
H53 -16.8394 -21.7563 -9.9128  0.226
H54 -18.5054 -20.9880 -8.2495  0.443
H55 -17.0911 -19.7410 -6.2611  0.427
H56 -14.5741 -19.6315 -7.1214  0.451
H57 -14.5253 -20.9038 -9.5446  0.547
N6 -13.1218 -24.5094 -8.6857  0.054
C37 -14.1069 -23.9102 -9.4149  -0.954
C38 -15.2832 -24.6133 -9.2648  -0.135
C39 -14.9839 -25.5836 -8.2939  0.150
C40 -13.6445 -25.5810 -7.9911  -1.080
H58 -12.1702 -24.1983 -8.7068  0.174
H59 -13.8395 -22.9963 -9.9199  0.390
H60 -16.2355 -24.3704 -9.6992  0.467
H61 -15.7569 -26.2987 -8.0383  0.579
H62 -13.0033 -26.1472 -7.3403  0.403
N7 -21.5578 -20.1240 -6.2833  0.174
C41 -22.3040 -21.1066 -6.8817  -0.247
C42 -23.6165 -20.7132 -6.8496  0.037
C43 -23.6843 -19.5490 -6.0640  -1.026
C44 -22.4029 -19.2053 -5.7053  -0.551
H63 -20.5620 -20.0473 -6.2002  0.166
H64 -21.7703 -21.9345 -7.3205  0.091
H65 -24.4509 -21.1652 -7.3622  0.519
H66 -24.6245 -19.1337 -5.7359  0.436
H67 -21.9588 -18.3745 -5.1839  0.420

Results
- E: -116862.4476 eV
- SMILES string: O=S1(=O)CCCC1.O=S1(=O)CCCC1.O=S1(=O)CCCC1.O=S1(=O)CCCC1.c1cc[nH]c1.c1cc[nH]c1.c1cc[nH]c1.c1cc[nH]c1.c1cc[nH]c1.c1cc[nH]c1.c1cc[nH]c1
- Kohn-Sham gap: 7.69 eV
- E_LUMO: 0.007 Ha

Respective molar mass values: 686.44 950.33 g mol⁻¹.
Respective ΔE to the lowest compared entry with this formula, charge and spin values: 2.098 0.000 eV.